{
  "formula": "C8H10N2O5",
  "method": "ωB97M-V with the def2-TZVPD basis set",
  "symbols": ["C", "C", "C", "C", "C", "C", "C", "C", "N", "N", "O", "O", "O", "O", "O", "H", "H", "H", "H", "H", "H", "H", "H", "H", "H"],
  "coordinates": [[0.63262, 0.24746, 0.02047], [-1.75449, -1.73795, -0.26300], [1.65609, 0.86072, -0.50547], [-1.38443, 1.90178, 0.58033], [-1.10417, -2.45857, 0.90792], [-0.66669, -1.04033, 1.34657], [-1.10834, 0.66373, -0.30524], [3.10307, 0.30316, -0.35558], [-1.57628, -0.50491, 0.38778], [-1.35752, 0.91737, -1.71237], [-1.68557, 1.83305, 1.73681], [-2.46589, -2.01444, -1.18940], [-1.14354, 3.05956, -0.09570], [0.64971, -0.60621, 1.06787], [3.24016, -0.84425, 0.41835], [1.45263, 1.67836, -1.32370], [-1.85278, -2.88898, 1.62372], [-0.42438, -3.22421, 0.69478], [-1.00288, -1.01447, 2.43985], [3.67892, 1.22721, -0.02326], [3.40677, 0.01184, -1.47646], [-0.88634, 3.05638, -1.01952], [-2.02490, 0.21260, -1.97964], [-0.50836, 0.80700, -2.26064], [3.12657, -0.44593, 1.28548]],
  "forces_ev_per_a": [[-3.56, 1.87, 0.18], [-2.06, -0.31, 0.99], [1.05, 0.33, -2.20], [0.79, -0.17, -1.68], [-0.91, -0.05, 0.22], [-0.80, -1.87, 2.51], [3.83, 0.38, 1.59], [-0.17, 1.70, -3.64], [-0.67, 0.57, -2.05], [-0.03, -0.64, 1.08], [0.09, 0.48, -0.56], [0.82, 0.10, -0.31], [-0.40, 0.69, 2.06], [-0.77, -0.29, -0.01], [0.14, 1.03, 0.36], [0.58, -1.67, 1.74], [0.44, 0.46, -0.77], [1.41, -0.87, -0.34], [1.16, 1.29, -1.33], [0.09, -1.43, -0.27], [-0.28, 0.77, 2.48], [-0.28, -1.04, -0.20], [-0.32, -0.13, -0.73], [-0.13, -0.32, 0.16], [0.00, -0.89, 0.70]],
  "total_charge": 0,
  "mol_weight_g_mol": 214.18,
  "largest_force_ha_per_bohr": 0.0810,
  "e_lumo_ev": 0.45,
  "e_above_lowest_ev": 3.2484,
  "smiles": "N[C@]1(C(=O)O)/C(=C/CO)O[C@@H]2CC(=O)N21"
}

---

{
  "formula": "C2H4N4",
  "method": "ωB97M-V with the def2-TZVPD basis set",
  "symbols": ["C", "C", "H", "H", "H", "H", "N", "N", "N", "N"],
  "coordinates": [[-0.31922, 0.84386, -0.02284], [-1.59794, 0.38076, 0.06585], [1.78798, -0.71118, 0.92893], [2.28744, -0.75263, -0.67930], [0.19261, 1.89035, -0.36351], [-2.51640, 0.93414, 0.07431], [1.86732, -0.13962, 0.09984], [0.41127, -0.23992, -0.04233], [-1.73815, -0.92291, 0.06745], [-0.37491, -1.28284, -0.12840]],
  "forces_ev_per_a": [[1.07, 5.01, -1.08], [-2.77, 2.37, 0.03], [1.89, -0.37, 0.63], [-0.86, 0.99, 1.55], [-1.66, -2.73, 1.56], [-0.03, 0.64, 0.16], [-1.75, -2.39, -1.48], [-0.75, 0.55, -1.76], [5.75, -0.65, -1.37], [-0.89, -3.40, 1.78]],
  "total_charge": 0,
  "mol_weight_g_mol": 84.08,
  "largest_force_ha_per_bohr": 0.1157,
  "e_lumo_ev": 0.91,
  "e_above_lowest_ev": 3.6823,
  "smiles": "Nn1ccnn1"
}

---

{
  "formula": "C15H54NbO14",
  "method": "ωB97M-V with the def2-TZVPD basis set",
  "symbols": ["C", "C", "Nb", "C", "C", "C", "C", "C", "O", "C", "C", "O", "C", "C", "O", "C", "C", "C", "C", "H", "H", "H", "H", "H", "H", "H", "H", "H", "H", "H", "H", "H", "H", "H", "H", "H", "H", "H", "H", "H", "H", "H", "H", "H", "H", "H", "H", "H", "H", "H", "H", "O", "H", "H", "O", "H", "H", "O", "H", "H", "O", "H", "H", "O", "H", "H", "O", "H", "H", "O", "H", "H", "O", "H", "H", "O", "H", "H", "O", "H", "H", "O", "H", "H"],
  "coordinates": [[1.23850, -3.03747, 0.69040], [1.15922, -1.97334, 0.08304], [0.88836, 0.21748, -0.52638], [3.15138, 0.41347, -0.38296], [3.89926, 0.37626, -1.80830], [4.77524, -0.93500, -1.99315], [3.89529, -2.27402, -1.91279], [0.71278, 0.84111, 1.70303], [-0.15984, -0.10930, 2.41958], [-1.50197, 0.39097, 2.47706], [-2.41131, -0.82669, 2.94164], [-3.46322, -1.14484, 2.02157], [-2.95716, -1.93617, 0.92500], [-3.04360, -3.50265, 1.17782], [0.60778, 2.22235, -1.00197], [-0.11549, 2.41498, -2.24926], [-1.60582, 1.89379, -2.24509], [-2.66012, 2.91053, -2.83705], [-4.08420, 2.20952, -3.03657], [1.21958, -3.85037, 1.44984], [-0.92193, -0.11815, -0.44073], [0.96705, -0.31150, -2.27115], [3.46696, 1.30448, 0.24916], [3.52258, -0.49781, 0.18777], [3.20984, 0.55084, -2.68213], [4.65009, 1.22933, -1.81652], [5.60816, -1.00467, -1.24051], [5.24774, -0.94737, -3.02227], [4.33279, -3.09957, -2.54364], [3.86022, -2.59124, -0.82867], [2.87589, -1.99619, -2.29927], [1.71878, 0.93130, 2.20556], [0.16270, 1.82992, 1.69208], [-1.51905, 1.25783, 3.20514], [-1.83804, 0.77000, 1.46234], [-1.76004, -1.73470, 3.06735], [-2.83267, -0.55232, 3.96477], [-1.87892, -1.67944, 0.75024], [-3.58390, -1.68409, 0.01656], [-2.07739, -3.94384, 0.80298], [-3.11148, -3.77468, 2.27230], [-3.86607, -3.97169, 0.57326], [0.47292, 1.99888, -3.12240], [-0.16599, 3.53721, -2.42977], [-1.96048, 1.62899, -1.20560], [-1.62213, 0.94161, -2.85676], [-2.26096, 3.36658, -3.78421], [-2.79572, 3.72305, -2.05899], [-4.83848, 2.52234, -2.26641], [-3.93815, 1.10314, -2.91641], [-4.52875, 2.44320, -4.04791], [-0.51407, 2.47458, 5.43979], [-0.21970, 1.76378, 4.85084], [-1.46068, 2.54293, 5.26596], [6.76539, 2.09725, -1.96938], [6.61320, 3.04052, -2.11412], [7.53843, 2.06990, -1.39402], [0.58589, 0.35009, 7.02877], [0.74276, 0.66492, 7.92524], [0.13956, 1.09399, 6.59296], [3.65271, 1.55762, -4.81914], [3.10393, 2.34970, -4.79027], [4.51366, 1.85889, -4.50431], [-5.05925, -5.01515, 3.22881], [-4.89268, -4.69483, 4.12260], [-5.49655, -4.27429, 2.79252], [3.45214, -4.44707, -4.16939], [2.52387, -4.67753, -4.29070], [3.58136, -3.68517, -4.74623], [-0.74238, 5.47482, -0.69174], [-0.08631, 4.76771, -0.69761], [-0.37821, 6.12981, -0.08605], [5.12977, 4.98049, -1.89507], [5.37456, 4.97551, -0.96223], [4.20946, 5.26814, -1.89300], [-1.43616, -5.95741, 1.15187], [-2.28758, -6.09694, 1.58480], [-0.82174, -6.49849, 1.66148], [-3.90999, 0.15941, 5.92648], [-3.99064, -0.57840, 6.54177], [-4.73235, 0.13505, 5.42275], [-5.26072, -0.88657, -2.64890], [-6.11998, -1.03430, -2.23807], [-4.65793, -1.44104, -2.13802]],
  "forces_ev_per_a": [[-0.27, 0.00, 0.91], [-0.33, 0.10, 0.19], [1.65, 2.48, -0.11], [0.94, -1.16, 0.72], [0.90, 0.45, 0.60], [-0.79, -0.71, -0.71], [0.69, 0.94, 0.25], [-0.76, -0.03, -0.12], [-0.30, 1.04, 0.04], [0.31, -0.91, -0.09], [0.46, 0.64, 0.77], [0.33, -0.09, 0.09], [0.04, -0.71, -0.10], [0.80, 0.44, -0.34], [-0.58, -2.54, -0.99], [-0.25, 1.38, -0.18], [-0.30, -0.29, -0.39], [-0.24, -0.04, 0.73], [0.61, 0.01, -0.14], [0.12, 0.99, -1.36], [0.14, -0.47, 0.57], [-0.49, -0.25, -0.49], [-0.42, -0.80, -0.83], [-0.33, 1.09, -0.43], [0.70, -0.50, 0.91], [-1.04, -0.85, -0.07], [-0.76, 0.34, -0.61], [-0.36, 0.37, 1.02], [-0.46, 0.93, 0.86], [-0.39, 0.17, -1.33], [0.84, -0.65, 0.54], [-1.09, -0.13, -0.19], [0.89, -0.59, 0.17], [-0.31, -0.69, -0.61], [0.27, -0.45, 0.96], [-0.32, 0.93, -0.04], [0.13, -0.57, -1.49], [-1.06, -0.03, -0.10], [0.82, -0.05, 0.96], [-1.11, 0.48, 0.36], [-0.11, 0.44, -1.26], [0.51, 0.37, 0.82], [-0.70, 0.20, 0.96], [0.07, -1.06, 0.18], [0.70, 0.25, -1.07], [-0.13, 0.87, 0.74], [-0.52, -0.38, 0.81], [0.38, -0.61, -1.08], [0.80, -0.18, -0.60], [-0.40, 1.05, -0.36], [0.50, -0.37, 1.02], [-0.01, -0.23, -0.04], [0.01, 0.22, -0.26], [0.07, -0.07, 0.05], [0.36, 0.34, 0.03], [-0.20, -0.08, -0.04], [-0.08, -0.11, -0.06], [-0.02, 0.05, 0.19], [0.02, -0.05, -0.11], [-0.01, -0.01, 0.17], [0.10, 0.32, -0.30], [-0.02, -0.13, 0.05], [-0.08, -0.16, 0.12], [-0.24, -0.01, 0.24], [0.03, -0.04, -0.10], [0.18, -0.04, -0.06], [-0.12, -0.23, -0.48], [0.07, 0.05, 0.13], [-0.01, 0.01, 0.16], [0.16, 0.22, 0.06], [-0.07, -0.27, 0.04], [-0.08, -0.08, -0.03], [0.09, 0.13, 0.16], [-0.07, -0.06, -0.07], [0.05, -0.16, -0.07], [0.12, -0.59, 0.24], [0.03, 0.14, -0.06], [0.00, 0.06, -0.12], [-0.28, -0.03, 0.15], [0.13, 0.08, -0.04], [0.13, 0.04, -0.05], [-0.14, -0.28, 0.13], [0.09, 0.06, -0.04], [0.04, 0.11, -0.07]],
  "total_charge": -1,
  "mol_weight_g_mol": 551.49,
  "largest_force_ha_per_bohr": 0.0579,
  "e_lumo_ev": 1.99
}

---

Repeat the first record exactly.
{
  "formula": "C8H10N2O5",
  "method": "ωB97M-V with the def2-TZVPD basis set",
  "symbols": ["C", "C", "C", "C", "C", "C", "C", "C", "N", "N", "O", "O", "O", "O", "O", "H", "H", "H", "H", "H", "H", "H", "H", "H", "H"],
  "coordinates": [[0.63262, 0.24746, 0.02047], [-1.75449, -1.73795, -0.26300], [1.65609, 0.86072, -0.50547], [-1.38443, 1.90178, 0.58033], [-1.10417, -2.45857, 0.90792], [-0.66669, -1.04033, 1.34657], [-1.10834, 0.66373, -0.30524], [3.10307, 0.30316, -0.35558], [-1.57628, -0.50491, 0.38778], [-1.35752, 0.91737, -1.71237], [-1.68557, 1.83305, 1.73681], [-2.46589, -2.01444, -1.18940], [-1.14354, 3.05956, -0.09570], [0.64971, -0.60621, 1.06787], [3.24016, -0.84425, 0.41835], [1.45263, 1.67836, -1.32370], [-1.85278, -2.88898, 1.62372], [-0.42438, -3.22421, 0.69478], [-1.00288, -1.01447, 2.43985], [3.67892, 1.22721, -0.02326], [3.40677, 0.01184, -1.47646], [-0.88634, 3.05638, -1.01952], [-2.02490, 0.21260, -1.97964], [-0.50836, 0.80700, -2.26064], [3.12657, -0.44593, 1.28548]],
  "forces_ev_per_a": [[-3.56, 1.87, 0.18], [-2.06, -0.31, 0.99], [1.05, 0.33, -2.20], [0.79, -0.17, -1.68], [-0.91, -0.05, 0.22], [-0.80, -1.87, 2.51], [3.83, 0.38, 1.59], [-0.17, 1.70, -3.64], [-0.67, 0.57, -2.05], [-0.03, -0.64, 1.08], [0.09, 0.48, -0.56], [0.82, 0.10, -0.31], [-0.40, 0.69, 2.06], [-0.77, -0.29, -0.01], [0.14, 1.03, 0.36], [0.58, -1.67, 1.74], [0.44, 0.46, -0.77], [1.41, -0.87, -0.34], [1.16, 1.29, -1.33], [0.09, -1.43, -0.27], [-0.28, 0.77, 2.48], [-0.28, -1.04, -0.20], [-0.32, -0.13, -0.73], [-0.13, -0.32, 0.16], [0.00, -0.89, 0.70]],
  "total_charge": 0,
  "mol_weight_g_mol": 214.18,
  "largest_force_ha_per_bohr": 0.0810,
  "e_lumo_ev": 0.45,
  "e_above_lowest_ev": 3.2484,
  "smiles": "N[C@]1(C(=O)O)/C(=C/CO)O[C@@H]2CC(=O)N21"
}